A molecular structure, C22H63Li2N7O13 at a distorted geometry, computed with the ωB97M-V functional and the def2-TZVPD basis.

The strongest force on any atom comes out at 7.376 eV/A. For the HOMO energy, the calculation gives -8.1 eV. The gap between HOMO and LUMO is 7.6 eV.

Atoms and positions in Å:
Li  -3.12  -0.78  -19.05
Li  0.39  1.33  -20.09
O  -2.28  -2.61  -18.26
C  -0.92  -2.28  -18.45
C  -0.64  -1.23  -19.58
O  -1.28  -0.02  -19.76
H  -0.40  -3.21  -18.70
H  -0.40  -2.08  -17.51
H  -0.44  -1.60  -20.58
H  0.39  -0.90  -19.46
C  0.41  -6.45  -16.81
O  0.90  -7.47  -17.06
N  -0.37  -5.69  -17.60
N  0.69  -5.78  -15.71
H  -0.52  -4.70  -17.45
H  -0.87  -6.05  -18.39
H  1.42  -6.11  -15.11
H  0.21  -4.95  -15.41
C  -2.87  -5.50  -20.53
O  -3.35  -6.29  -21.32
N  -1.85  -4.71  -20.79
N  -3.17  -5.44  -19.32
H  -1.41  -4.77  -21.70
H  -1.68  -4.01  -20.08
H  -3.83  -6.15  -19.04
H  -2.91  -4.65  -18.74
C  1.60  0.65  -22.79
O  1.75  0.89  -21.40
C  3.02  1.30  -21.02
C  2.99  2.15  -19.73
N  1.95  1.92  -18.70
C  2.14  0.81  -17.87
C  3.38  0.74  -17.14
O  3.33  1.93  -16.37
C  4.41  2.07  -15.45
H  2.54  0.31  -23.24
H  1.43  1.55  -23.38
H  0.76  -0.03  -22.90
H  3.50  1.84  -21.84
H  3.54  0.34  -20.91
H  2.93  3.19  -20.06
H  4.00  2.13  -19.33
H  1.90  2.67  -18.02
H  2.31  0.00  -18.58
H  1.24  0.76  -17.25
H  4.25  0.59  -17.78
H  3.36  -0.05  -16.39
H  4.56  3.01  -14.93
H  5.45  1.92  -15.75
H  4.13  1.50  -14.57
C  -3.90  -1.85  -21.74
O  -4.32  -1.38  -20.52
C  -5.38  -0.45  -20.50
C  -5.65  0.03  -19.02
N  -4.38  0.61  -18.48
C  -4.23  0.55  -17.04
C  -4.87  1.70  -16.24
O  -4.50  1.27  -14.92
C  -5.44  1.74  -13.96
H  -2.89  -2.20  -21.54
H  -3.96  -1.04  -22.47
H  -4.57  -2.62  -22.12
H  -6.13  -1.16  -20.87
H  -5.24  0.20  -21.37
H  -6.05  -0.77  -18.40
H  -6.47  0.76  -19.02
H  -4.16  1.53  -18.83
H  -3.18  0.61  -16.78
H  -4.52  -0.41  -16.62
H  -5.91  1.97  -16.46
H  -4.37  2.60  -16.59
H  -5.06  2.66  -13.51
H  -5.43  0.97  -13.18
H  -6.44  2.03  -14.27
C  2.60  -2.71  -17.60
O  3.39  -2.58  -18.79
C  2.76  -2.86  -20.05
C  3.73  -3.54  -20.97
N  3.35  -3.38  -22.40
C  4.27  -4.28  -23.09
C  3.89  -4.35  -24.72
O  4.32  -3.11  -25.39
C  3.26  -2.16  -25.62
H  2.12  -3.69  -17.57
H  1.81  -1.99  -17.38
H  3.22  -2.65  -16.70
H  2.37  -1.89  -20.37
H  1.85  -3.45  -19.98
H  3.78  -4.59  -20.68
H  4.65  -2.99  -20.79
H  2.38  -3.39  -22.68
H  4.16  -5.28  -22.67
H  5.30  -3.95  -22.93
H  3.01  -4.92  -25.01
H  4.67  -4.91  -25.23
H  2.50  -2.78  -26.09
H  3.71  -1.48  -26.33
H  2.96  -1.45  -24.85
O  -2.60  2.45  -19.75
H  -2.24  1.56  -19.78
H  -2.51  2.77  -20.65
O  -2.22  -1.96  -15.04
H  -3.04  -1.48  -15.17
H  -1.86  -2.06  -15.92
O  -4.33  -3.20  -16.72
H  -4.94  -3.68  -17.28
H  -3.58  -3.02  -17.28

Atom charges from the Mulliken analysis, given in e for atoms 1 to 99: 0.816 0.699 0.626 -0.767 1.569 -1.151 0.070 0.562 -0.014 -1.642 0.519 -0.638 -0.022 -0.352 -0.104 0.115 0.198 0.179 0.428 -0.754 -0.115 -0.138 0.174 -0.173 0.184 0.006 -0.982 0.015 -0.624 -0.787 -0.273 0.126 -0.945 -0.416 -0.878 0.206 0.363 0.332 0.541 0.320 0.491 0.373 0.362 -0.495 0.318 0.409 0.621 0.320 0.318 0.322 -0.649 -0.110 -0.606 -0.942 -0.004 -0.660 -0.669 -0.255 -0.784 -0.010 0.421 0.265 0.415 0.435 0.342 0.427 0.330 0.287 0.304 0.388 0.341 0.295 0.242 0.332 -0.292 -0.411 0.467 -0.887 -0.100 -0.579 -0.736 -0.355 -0.315 0.382 -0.190 0.345 -0.354 0.125 0.339 0.272 0.256 0.391 0.327 0.462 0.370 0.365 0.275 -0.138 -0.658

***

A molecular structure, C41H98Cl2F3O21P5Si2 at a distorted geometry, computed with the ωB97M-V functional and the def2-TZVPD basis.

The strongest force on any atom comes out at 9.782 eV/A. For the HOMO energy, the calculation gives -9.6 eV. The gap between HOMO and LUMO is 7.1 eV.

Atoms and positions in Å:
C  3.78  1.50  -3.19
C  4.95  2.06  -4.14
C  5.49  3.50  -3.72
C  5.43  3.81  -2.16
C  4.07  4.49  -1.68
C  4.09  4.59  -0.07
C  3.18  3.49  0.63
C  3.90  2.07  0.84
C  2.72  0.98  0.87
C  3.22  -0.51  1.08
C  4.18  -1.03  -0.12
C  3.97  -2.61  -0.21
C  3.47  -3.14  -1.63
C  2.28  -2.31  -2.29
C  0.85  -3.01  -2.23
C  -0.07  -2.11  -1.26
C  -1.53  -2.70  -1.03
C  -2.50  -2.00  -2.08
C  -4.06  -2.22  -1.82
C  -4.51  -2.15  -0.30
Si  -4.75  -0.35  0.36
O  -4.90  0.72  -1.00
Si  -6.34  1.71  -0.90
C  -6.02  3.19  -2.05
C  -6.48  4.60  -1.46
C  -5.45  5.77  -1.84
F  -6.04  7.02  -1.61
F  -4.27  5.64  -1.11
F  -5.25  5.69  -3.23
C  -7.81  0.58  -1.39
Cl  -7.33  -0.82  -2.49
C  -9.05  1.33  -2.04
C  -8.99  1.45  -3.64
Cl  -9.45  2.93  -1.22
H  4.09  1.42  -2.11
H  2.81  2.07  -3.30
H  3.58  0.43  -3.54
H  4.46  2.19  -5.17
H  5.78  1.29  -4.28
H  6.58  3.57  -4.04
H  4.95  4.34  -4.28
H  6.29  4.50  -1.88
H  5.60  2.85  -1.59
H  3.15  3.90  -1.95
H  3.94  5.53  -2.13
H  5.16  4.42  0.25
H  3.81  5.66  0.22
H  2.16  3.37  0.12
H  2.92  3.89  1.68
H  4.43  2.15  1.84
H  4.66  1.83  0.04
H  2.11  1.24  1.81
H  1.99  1.10  0.01
H  2.28  -1.16  1.10
H  3.78  -0.69  2.04
H  5.24  -0.78  0.18
H  3.97  -0.49  -1.10
H  3.33  -2.98  0.66
H  4.99  -3.08  -0.03
H  4.35  -3.28  -2.35
H  3.07  -4.19  -1.45
H  2.16  -1.25  -1.89
H  2.54  -2.19  -3.40
H  0.87  -4.10  -1.94
H  0.41  -2.96  -3.29
H  0.54  -1.95  -0.31
H  -0.13  -1.09  -1.77
H  -1.52  -3.82  -1.19
H  -1.80  -2.47  0.06
H  -2.29  -2.41  -3.13
H  -2.32  -0.88  -2.16
H  -4.60  -1.47  -2.49
H  -4.34  -3.24  -2.21
H  -3.88  -2.78  0.41
H  -5.56  -2.61  -0.25
H  -3.58  0.01  1.18
H  -5.95  -0.20  1.18
H  -6.51  2.08  0.52
H  -6.44  3.06  -3.10
H  -4.89  3.25  -2.19
H  -7.46  4.92  -1.95
H  -6.69  4.60  -0.35
H  -8.19  0.09  -0.43
H  -9.96  0.67  -1.84
H  -9.20  0.44  -4.12
H  -9.80  2.16  -4.02
H  -7.98  1.78  -4.02
C  -4.05  -7.76  4.47
O  -4.01  -6.62  3.61
P  -4.68  -5.18  4.28
O  -4.62  -4.48  2.92
O  -3.30  -4.91  5.12
C  -2.09  -4.74  4.40
O  -5.38  -3.82  5.04
C  -6.45  -3.19  4.35
H  -3.55  -8.59  3.97
H  -3.53  -7.55  5.41
H  -5.09  -8.03  4.68
H  -2.25  -4.51  3.34
H  -1.49  -5.65  4.48
H  -1.53  -3.92  4.85
H  -7.12  -3.94  3.90
H  -6.07  -2.52  3.59
H  -7.02  -2.60  5.07
C  9.28  -5.61  -2.37
O  9.41  -4.55  -3.31
P  8.84  -3.02  -2.76
O  8.94  -2.41  -4.16
O  10.21  -2.77  -1.91
C  11.44  -2.69  -2.62
O  8.16  -1.63  -2.04
C  7.10  -0.99  -2.74
H  9.72  -6.51  -2.80
H  9.81  -5.37  -1.45
H  8.22  -5.80  -2.16
H  11.31  -2.52  -3.68
H  12.00  -3.63  -2.47
H  12.03  -1.87  -2.20
H  6.43  -1.72  -3.18
H  7.51  -0.33  -3.51
H  6.54  -0.38  -2.03
C  -2.72  -0.12  -6.57
O  -2.74  -1.54  -6.75
P  -4.30  -2.25  -6.78
O  -3.70  -3.64  -6.70
O  -4.53  -1.81  -8.34
C  -3.63  -2.31  -9.33
O  -5.90  -2.87  -6.75
C  -6.18  -3.88  -5.79
H  -1.69  0.22  -6.62
H  -3.30  0.37  -7.36
H  -3.14  0.14  -5.59
H  -3.06  -3.17  -8.98
H  -2.94  -1.51  -9.61
H  -4.21  -2.60  -10.20
H  -5.70  -3.65  -4.84
H  -5.85  -4.84  -6.16
H  -7.26  -3.91  -5.63
C  0.68  9.27  5.86
O  0.61  7.87  5.55
P  1.00  7.47  3.93
O  0.50  6.04  4.10
O  2.60  7.57  4.24
C  3.17  6.69  5.20
O  1.36  7.29  2.27
C  0.39  6.66  1.45
H  0.47  9.40  6.92
H  1.68  9.66  5.65
H  -0.06  9.82  5.27
H  2.53  5.83  5.41
H  3.35  7.24  6.13
H  4.12  6.33  4.81
H  -0.62  6.97  1.74
H  0.48  5.58  1.54
H  0.56  6.94  0.41
C  2.04  0.87  8.95
O  1.07  -0.03  9.49
P  0.24  -0.99  8.33
O  -0.77  -1.48  9.36
O  1.50  -2.02  8.21
C  1.89  -2.75  9.36
O  -0.50  -1.78  7.00
C  -1.92  -1.66  6.89
H  2.54  1.37  9.78
H  2.79  0.32  8.37
H  1.55  1.61  8.32
H  1.12  -2.77  10.13
H  2.80  -2.31  9.77
H  2.11  -3.78  9.06
H  -2.25  -0.65  7.14
H  -2.40  -2.39  7.54
H  -2.20  -1.88  5.86

Atom charges from the Mulliken analysis, given in e for atoms 1 to 99: -0.111 -0.372 -0.746 -0.396 -0.222 -0.764 -0.635 -0.102 -0.860 -0.817 0.702 -1.091 -0.735 -0.004 -0.659 -0.060 -0.187 -0.767 -0.299 -0.688 0.497 -0.155 -0.250 -0.393 -0.849 0.720 -0.266 -0.222 -0.250 -0.156 -0.119 -0.028 -1.107 -0.183 -0.425 0.370 0.239 0.329 0.059 0.307 0.294 0.466 -0.077 0.057 0.405 0.383 0.207 0.346 0.293 0.368 -0.078 0.358 0.283 0.273 0.359 0.501 -0.735 0.474 0.290 0.231 0.377 -0.108 0.388 0.298 0.202 -0.191 0.253 0.232 0.214 0.284 0.223 0.097 0.339 0.385 0.377 -0.238 -0.242 -0.098 0.260 0.465 0.315 0.355 0.447 0.419 0.345 0.348 0.222 -0.725 -0.300 0.871 -0.473 -0.280 -0.506 -0.307 -0.584 0.240 0.325 0.301 0.304

***

3 unconnected molecules or ions with the total composition C26H27BN4O3S at a distorted geometry, computed with the ωB97M-V functional and the def2-TZVPD basis.

The strongest force on any atom comes out at 1.858 eV/A. For the HOMO energy, the calculation gives -9.2 eV. The SMILES is CCOB(O)c1cc(CCSc2nnco2)c2nccnc2c1.c1ccccc1.c1ccccc1. The gap between HOMO and LUMO is 8.6 eV.

Atoms and positions in Å:
C  3.70  -1.21  0.89
C  3.86  0.32  1.02
O  3.12  0.96  -0.04
B  2.01  1.66  0.44
O  2.21  2.71  1.32
C  0.60  1.19  -0.14
C  -0.51  2.13  -0.23
C  -1.71  1.74  -0.76
C  -2.81  2.82  -0.85
C  -4.20  2.39  -0.32
S  -4.11  1.31  1.16
C  -5.59  0.36  1.08
N  -6.76  0.55  1.60
N  -7.58  -0.49  1.26
C  -6.86  -1.27  0.50
O  -5.61  -0.80  0.35
C  -1.90  0.39  -1.23
N  -3.11  0.07  -1.78
C  -3.19  -1.18  -2.18
C  -2.09  -2.10  -2.09
N  -0.91  -1.84  -1.57
C  -0.84  -0.54  -1.16
C  0.40  -0.09  -0.60
H  2.68  -1.49  1.23
H  3.86  -1.59  -0.13
H  4.44  -1.71  1.54
H  3.50  0.62  2.02
H  4.94  0.57  0.96
H  1.69  2.61  2.13
H  -0.33  3.14  0.14
H  -2.87  3.12  -1.91
H  -2.46  3.71  -0.30
H  -4.82  3.27  -0.13
H  -4.70  1.84  -1.13
H  -7.19  -2.21  0.06
H  -4.14  -1.52  -2.60
H  -2.25  -3.12  -2.48
H  1.25  -0.78  -0.55
C  4.74  -0.02  -4.13
C  3.93  -0.60  -3.17
C  3.56  -1.93  -3.28
C  4.00  -2.69  -4.36
C  4.81  -2.10  -5.33
C  5.18  -0.77  -5.21
H  5.03  1.02  -4.04
H  3.58  -0.01  -2.33
H  2.93  -2.38  -2.53
H  3.72  -3.73  -4.44
H  5.15  -2.69  -6.17
H  5.81  -0.32  -5.97
C  -0.98  0.14  5.86
C  0.15  -0.65  5.71
C  0.78  -0.73  4.47
C  0.29  -0.02  3.39
C  -0.85  0.76  3.54
C  -1.48  0.85  4.77
H  -1.47  0.21  6.82
H  0.54  -1.21  6.55
H  1.67  -1.35  4.36
H  0.78  -0.08  2.42
H  -1.24  1.31  2.69
H  -2.37  1.46  4.88

Taken from the natural (NBO) analysis, the atomic charges in e are: -0.634 -0.062 -0.737 1.181 -0.915 -0.403 -0.170 -0.013 -0.427 -0.517 0.248 0.269 -0.274 -0.288 0.293 -0.419 0.093 -0.376 0.019 0.003 -0.355 0.169 -0.162 0.200 0.222 0.215 0.173 0.185 0.506 0.218 0.237 0.217 0.226 0.249 0.208 0.200 0.196 0.228 -0.203 -0.248 -0.154 -0.237 -0.216 -0.218 0.211 0.231 0.200 0.210 0.211 0.211 -0.208 -0.217 -0.221 -0.177 -0.230 -0.214 0.215 0.214 0.210 0.194 0.216 0.218

***

A molecular structure, C26H66O12 at a distorted geometry, computed with the ωB97M-V functional and the def2-TZVPD basis.

The strongest force on any atom comes out at 19.060 eV/A. For the HOMO energy, the calculation gives -8.2 eV. The gap between HOMO and LUMO is 8.3 eV.

Atoms and positions in Å:
C  -1.09  -0.86  -0.78
C  -0.44  0.19  0.04
C  -0.19  -0.47  1.42
O  -0.02  -1.81  1.03
C  -0.22  -2.04  -0.33
H  -1.18  -0.77  -1.86
H  -2.11  -1.01  -0.42
H  -1.04  1.10  0.05
H  0.46  0.51  -0.48
H  -1.01  -0.36  2.13
H  0.77  -0.12  1.82
H  -0.69  -2.96  -0.66
H  0.71  -1.99  -0.90
C  -4.35  -0.28  1.90
C  -4.67  1.19  1.75
C  -3.97  1.57  0.45
O  -3.13  0.42  0.09
C  -3.90  -0.72  0.59
H  -5.16  -0.87  2.32
H  -3.49  -0.31  2.57
H  -4.23  1.71  2.60
H  -5.74  1.38  1.66
H  -3.32  2.42  0.62
H  -4.66  1.92  -0.32
H  -3.31  -1.64  0.62
H  -4.65  -0.88  -0.18
C  -0.50  3.78  2.92
C  -1.23  2.95  1.84
C  -1.24  1.48  2.43
O  -0.46  1.55  3.64
C  -0.36  2.90  4.17
H  -1.09  4.67  3.12
H  0.45  4.10  2.47
H  -0.78  3.06  0.85
H  -2.23  3.35  1.70
H  -0.76  0.78  1.75
H  -2.27  1.25  2.70
H  0.55  2.97  4.75
H  -1.15  2.90  4.92
C  1.19  3.14  0.71
C  1.96  1.80  0.63
C  2.67  1.82  -0.69
O  2.98  3.17  -0.91
C  1.95  3.98  -0.38
H  1.23  3.58  1.70
H  0.15  3.00  0.41
H  1.30  0.95  0.80
H  2.68  1.72  1.44
H  2.09  1.43  -1.53
H  3.57  1.20  -0.63
H  1.31  4.37  -1.17
H  2.23  4.90  0.14
C  4.29  -2.23  0.77
C  3.40  -2.03  1.87
C  2.00  -2.30  1.31
O  2.13  -2.56  -0.09
C  3.47  -3.03  -0.26
H  5.19  -2.77  1.09
H  4.74  -1.32  0.39
H  3.51  -1.06  2.37
H  3.62  -2.68  2.71
H  1.36  -1.43  1.46
H  1.55  -3.18  1.78
H  3.75  -2.74  -1.28
H  3.59  -4.11  -0.18
O  1.09  -4.05  -0.41
H  1.40  -3.23  -0.02
H  1.73  -4.24  -1.09
O  -3.02  -0.81  -2.35
H  -2.63  -1.25  -3.11
H  -3.05  -1.48  -1.67
O  -0.77  -4.26  -1.26
H  -0.46  -4.36  -2.16
H  0.00  -3.99  -0.77
O  -2.57  -4.01  -0.38
H  -1.70  -4.13  -0.77
H  -3.02  -4.84  -0.55
O  -1.99  -3.31  1.34
H  -2.15  -3.56  0.43
H  -1.34  -2.61  1.29
C  -1.92  2.08  -1.29
C  -0.40  2.26  -1.49
C  -0.07  1.36  -2.70
O  -0.22  3.65  -1.80
H  -2.42  2.39  -2.21
H  -2.29  2.51  -0.36
H  -2.14  1.01  -1.22
H  0.08  1.91  -0.57
H  -0.77  1.43  -3.53
H  0.04  0.34  -2.34
H  0.91  1.63  -3.10
H  -0.65  4.10  -1.06
C  3.16  0.20  -3.35
C  2.85  -1.23  -2.83
C  2.21  -1.08  -1.46
O  1.90  -1.86  -3.67
H  3.68  0.23  -4.31
H  3.88  0.72  -2.71
H  2.25  0.78  -3.43
H  3.78  -1.79  -2.75
H  2.82  -0.56  -0.74
H  1.90  -2.01  -0.98
H  1.36  -0.41  -1.61
H  2.33  -2.25  -4.44

Atom charges from the Mulliken analysis, given in e for atoms 1 to 99: -0.990 -0.781 -1.396 -0.320 -0.776 1.361 -0.317 0.394 1.053 0.474 1.728 -0.075 -0.130 -0.649 -0.994 -0.258 -0.146 0.032 0.578 0.197 0.341 0.321 0.021 0.614 0.142 0.356 -0.467 -0.387 0.250 -0.564 -0.589 0.515 0.132 0.125 0.893 -0.723 0.346 0.317 0.322 0.608 0.316 0.548 -0.644 -1.505 0.339 -1.128 -0.985 0.742 -0.801 0.489 0.430 0.439 -0.612 -0.878 0.192 -0.811 -0.041 0.578 0.148 0.294 0.418 -0.368 0.498 0.082 0.516 -0.651 0.046 0.492 -0.609 0.391 0.492 -0.615 0.281 0.923 -0.582 0.710 0.280 -1.090 0.196 0.218 -1.240 1.733 -1.275 -0.771 0.433 0.051 0.578 -0.089 0.417 0.287 0.575 0.471 -1.602 -0.059 0.000 -0.608 0.570 0.290 0.401

***

A molecular structure, C2H8N6 at a distorted geometry, computed with the ωB97M-V functional and the def2-TZVPD basis.

The strongest force on any atom comes out at 6.759 eV/A. For the HOMO energy, the calculation gives -8.7 eV. The gap between HOMO and LUMO is 9.0 eV.

Atoms and positions in Å:
C  0.02  -0.85  -0.12
C  0.60  1.73  0.32
H  -2.79  -1.18  -1.60
H  -3.05  -1.62  0.34
H  -1.72  0.03  0.58
H  -0.04  -2.69  -0.64
H  2.73  0.28  1.24
H  2.50  -0.68  -0.28
H  -0.61  1.99  0.36
H  0.77  3.53  0.39
N  -2.25  -1.54  -0.48
N  -1.32  -0.54  -0.09
N  0.58  -1.86  -0.66
N  0.86  0.39  0.00
N  2.32  0.33  0.10
N  1.39  2.66  0.52

Taken from the natural (NBO) analysis, the atomic charges in e are: 0.574 0.298 0.361 0.371 0.377 0.376 0.337 0.388 0.107 0.350 -0.675 -0.481 -0.735 -0.338 -0.636 -0.674

***

2 unconnected molecules or ions with the total composition C3H3NOS at a distorted geometry, computed with the ωB97M-V functional and the def2-TZVPD basis.

The strongest force on any atom comes out at 4.156 eV/A. For the HOMO energy (alpha / beta), the calculation gives -7.5 / -7.4 eV. The gap between HOMO and LUMO (alpha / beta) is 7.0 / 6.5 eV.

Atoms and positions in Å:
C  2.71  -0.21  0.13
C  1.73  0.55  -0.01
C  0.57  1.23  -0.05
N  -1.95  -1.27  -0.44
O  -0.48  1.75  0.13
S  -2.24  0.20  0.07
H  3.70  -0.61  0.05
H  -2.02  -1.46  -1.36
H  -2.02  -0.19  1.48

Taken from the natural (NBO) analysis, the atomic charges in e are: -0.081 -0.315 0.601 -0.908 -0.457 0.475 0.236 0.340 0.109